A 2-piece molecular cluster, H3OPS2 overall in a non-equilibrium geometry, computed with wB97M-V/def2-TZVPD.

**Relative energy (zero: lowest compared OMol25 entry of this formula, charge and spin)**: 299.2 kJ/mol
**HOMO (alpha / beta)**: -9.966 / -9.178 eV

ORCA input file:
```
! wB97M-V def2-TZVPD RIJCOSX def2/J DEFGRID3
* xyz 0 1
O 0.93 -0.48 -1.41
P 0.87 0.21 0.05
S 2.37 1.39 0.27
S -2.21 0.75 -0.49
H 0.00 -0.18 -1.67
H 1.06 -0.99 0.97
H -2.84 0.96 0.68
*
```

***

C14H17BF6MgN6O as an isolated structure in a non-equilibrium geometry, computed with wB97M-V/def2-TZVPD.

**Relative energy (zero: lowest compared OMol25 entry of this formula, charge and spin)**: 101.3 kJ/mol
**HOMO (alpha / beta)**: -15.405 / -15.300 eV

ORCA input file:
```
! wB97M-V def2-TZVPD RIJCOSX def2/J DEFGRID3
* xyz 2 1
C 2.78 -0.21 -0.01
N 1.55 -0.22 -0.56
N 1.72 -0.04 -1.93
C 3.03 0.03 -2.21
C 3.75 -0.07 -1.03
B 0.49 0.11 -2.87
N -0.51 -1.04 -2.56
N -0.98 -1.30 -1.27
C -1.86 -2.31 -1.39
C -1.93 -2.74 -2.72
C -1.06 -1.91 -3.42
Mg -0.18 -0.62 0.68
N -0.19 1.48 -2.55
N -0.67 1.70 -1.28
C -1.18 2.92 -1.24
C -1.05 3.53 -2.52
C -0.42 2.56 -3.32
H -1.61 3.34 -0.33
H -0.12 2.56 -4.35
H -1.37 4.51 -2.79
H 0.83 0.08 -4.01
H -0.80 -1.87 -4.47
H 3.36 0.14 -3.24
H -2.54 -3.53 -3.11
H 4.81 -0.03 -0.90
H -2.40 -2.71 -0.53
H 2.92 -0.29 1.06
H -2.15 -0.41 1.10
C -1.81 -1.27 1.74
H -2.58 -2.04 1.61
H -0.88 -1.85 1.47
H -1.75 -0.96 2.78
C 1.90 2.19 2.74
C 0.77 1.22 3.05
O 0.67 0.23 2.15
C 1.05 0.54 4.45
F 1.14 1.45 5.47
F 0.10 -0.36 4.79
F 2.24 -0.12 4.40
C -0.57 2.05 3.15
F -0.42 3.22 3.84
F -0.97 2.39 1.88
F -1.59 1.37 3.71
H 2.84 1.63 2.63
H 2.00 2.93 3.54
H 1.69 2.69 1.79
*
```

***

A 2-piece molecular cluster, C4H4O3 overall in a non-equilibrium geometry, computed with wB97M-V/def2-TZVPD.

**Relative energy (zero: lowest compared OMol25 entry of this formula, charge and spin)**: 215.6 kJ/mol
**HOMO**: -10.207 eV

ORCA input file:
```
! wB97M-V def2-TZVPD RIJCOSX def2/J DEFGRID3
* xyz 0 1
O -1.13 2.62 -2.11
C -0.48 2.20 -1.28
O -2.09 -0.27 -0.03
C -1.10 -0.02 0.61
C 0.09 -0.93 0.63
C 1.34 -0.68 -0.10
O 1.25 -0.50 1.31
H -0.20 -1.97 0.80
H -1.05 0.87 1.27
H 1.46 0.23 -0.68
H 1.90 -1.55 -0.43
*
```

***

An isolated ion of composition CH4FN2 and charge +1 in a non-equilibrium geometry, computed with wB97M-V/def2-TZVPD.

**Relative energy (zero: lowest compared OMol25 entry of this formula, charge and spin)**: 2.6 kJ/mol
**SMILES**: NC(=[NH2+])F
**HOMO**: -17.273 eV

ORCA input file:
```
! wB97M-V def2-TZVPD RIJCOSX def2/J DEFGRID3
* xyz 1 1
N -1.01 -0.48 0.41
C -0.05 0.33 -0.10
N 1.21 0.16 -0.25
F -0.53 1.54 -0.32
H -1.02 -1.43 0.38
H -1.93 -0.01 0.57
H 1.48 -0.81 0.03
H 1.84 0.70 -0.71
*
```